# C3H11N2S

The ion C3H11N2S with charge +1 in a non-equilibrium geometry (ωB97M-V/def2-TZVPD, OMol25).

XYZ file:
```
17
Properties=species:S:1:pos:R:3:forces:R:3
C -0.310876 -1.285223 0.939900 0.191 -0.889 -0.152
C -1.572124 0.004261 -0.711008 -2.198 -2.862 3.057
C 0.892689 0.469917 -0.365117 -1.952 -0.882 -2.305
N 0.640430 1.447137 0.538491 -2.708 -4.075 3.549
N -0.183063 -0.611153 -0.402658 -0.474 1.066 -1.496
S 2.666620 -0.246737 -0.124223 3.894 -0.330 1.494
H -0.528915 -0.488718 1.654339 -0.208 -0.380 -0.084
H -1.125061 -2.042382 0.903012 0.492 0.727 0.000
H 0.615944 -1.802543 1.250884 -0.322 0.340 -0.453
H -1.988389 0.350618 0.343565 0.906 -0.620 -2.364
H -1.660905 0.823681 -1.367138 0.792 0.763 -0.963
H -2.271076 -0.872503 -1.052207 1.381 1.635 0.528
H 1.027178 0.905701 -1.347735 -0.284 -0.178 -0.624
H 1.143729 2.230887 0.444116 2.207 3.545 -0.297
H 0.730294 0.999035 1.495158 0.133 1.615 -1.033
H 0.139429 -1.244199 -1.219118 -0.735 0.671 1.692
H 2.611687 -1.361051 -0.918381 -1.115 -0.145 -0.546
```
Forces are in eV/Å.

* orbital gap (alpha / beta): 5.840 / 7.201 eV
* spin multiplicity: 3
* expectation value of S²: 2.0051
* E_tot: -17092.13417 eV
* total charge: +1
* E_HOMO (alpha / beta): -0.3265 / -0.5293 Ha

For reference, the Löwdin charges in units of e are: number 1, C, carries -0.023; number 2, C, carries 0.003; number 3, C, carries -0.709; number 4, N, carries 0.059; number 5, N, carries -0.185; number 6, S, carries 0.850; number 7, H, carries 0.091; number 8, H, carries 0.123; number 9, H, carries 0.102; number 10, H, carries 0.137; number 11, H, carries 0.073; number 12, H, carries 0.136; number 13, H, carries 0.117; number 14, H, carries 0.048; number 15, H, carries 0.116; number 16, H, carries 0.195; number 17, H, carries -0.134